No. 1
DFT (wB97M-V/def2-TZVPD) results for a structure of composition C29H43N4O5PSTi.

Properties
LUMO energy (spin up / spin down) = 0.30 / 0.30 eV
HOMO-LUMO gap (spin up / spin down) = 5.67 / 8.91 eV
energy above the lowest of the compared OMol25 structures with the same formula, charge and spin = 0.7550 eV
energy = -90213.33835 eV
molecular weight = 638.59 g/mol
multiplicity = 3
charge = 0

```
84
Properties=species:S:1:pos:R:3:lowdin_charge:R:1
Ti 0.433 0.178 -0.707 1.096
O 1.396 3.721 0.705 0.032
C 0.720 2.821 0.224 -0.587
O 1.057 2.100 -0.821 -0.148
C -0.605 2.392 0.768 -0.192
C -1.554 3.198 1.357 -0.013
C -2.891 2.780 1.354 -0.066
C -3.250 1.659 0.580 -0.009
C -2.259 0.893 0.026 -0.192
N -0.947 1.143 0.322 -0.040
C -2.387 -0.037 -1.147 -0.580
O -3.442 -0.566 -1.457 0.051
O -1.247 -0.162 -1.787 -0.143
H -1.266 4.175 1.725 0.118
H -3.656 3.393 1.811 0.094
H -4.284 1.443 0.340 0.119
C 5.763 -0.548 -2.179 -0.095
C 4.394 0.130 -2.266 -0.225
C 3.773 0.344 -0.926 -0.583
N 2.702 -0.241 -0.527 -0.059
N 2.297 0.131 0.739 -0.037
C 3.055 1.048 1.257 -0.686
N 2.829 1.612 2.472 0.124
S 4.401 1.449 0.253 1.160
H 6.184 -0.681 -3.175 0.076
H 5.679 -1.528 -1.708 0.079
H 6.466 0.049 -1.595 0.068
H 3.698 -0.480 -2.838 0.117
H 4.475 1.092 -2.774 0.119
H 1.886 1.439 2.797 0.105
H 3.058 2.596 2.521 0.102
O 0.251 -1.786 -0.034 -0.417
P -0.230 -2.933 0.831 0.889
C 0.840 -4.343 0.380 -0.318
C 2.331 -3.908 0.454 -0.179
C 3.028 -4.481 1.684 -0.188
C 3.052 -6.019 1.640 -0.186
C 1.840 -6.589 0.884 -0.187
C 0.605 -5.707 1.057 -0.186
C -1.990 -3.119 0.362 -0.310
C -3.023 -3.932 1.152 -0.172
C -3.047 -5.422 0.828 -0.193
C -3.201 -5.656 -0.674 -0.193
C -2.112 -4.927 -1.462 -0.187
C -2.091 -3.431 -1.148 -0.177
C 0.121 -2.392 2.549 -0.317
C 0.078 -3.341 3.761 -0.179
C -1.305 -3.529 4.378 -0.193
C -1.983 -2.189 4.668 -0.190
C -2.004 -1.280 3.439 -0.182
C -0.600 -1.074 2.879 -0.183
H 0.592 -4.445 -0.681 0.111
H 2.415 -2.823 0.414 0.078
H 2.840 -4.275 -0.442 0.122
H 2.511 -4.140 2.584 0.092
H 4.043 -4.087 1.757 0.112
H 3.074 -6.414 2.658 0.107
H 3.971 -6.362 1.158 0.106
H 1.626 -7.604 1.220 0.110
H 2.064 -6.661 -0.186 0.116
H 0.382 -5.602 2.120 0.099
H -0.261 -6.195 0.612 0.086
H -2.266 -2.063 0.471 0.101
H -3.996 -3.507 0.878 0.134
H -2.922 -3.777 2.222 0.070
H -3.873 -5.889 1.370 0.113
H -2.133 -5.903 1.193 0.088
H -4.181 -5.283 -0.992 0.118
H -3.184 -6.726 -0.898 0.109
H -2.269 -5.060 -2.534 0.115
H -1.142 -5.384 -1.241 0.086
H -3.019 -2.971 -1.494 0.116
H -1.302 -2.916 -1.696 0.106
H 1.172 -2.128 2.378 0.107
H 0.726 -2.884 4.519 0.125
H 0.523 -4.307 3.537 0.078
H -1.202 -4.101 5.303 0.113
H -1.929 -4.136 3.720 0.088
H -1.433 -1.685 5.471 0.115
H -2.997 -2.353 5.040 0.111
H -2.433 -0.308 3.693 0.116
H -2.657 -1.701 2.667 0.096
H 0.007 -0.567 3.640 0.123
H -0.620 -0.415 2.009 0.075
```

=====

No. 2
DFT (wB97M-V/def2-TZVPD) results for a structure of composition C29H44BrN3NiP2S at a distorted geometry.

Properties
LUMO energy (spin up / spin down) = -6.51 / -6.78 eV
HOMO-LUMO gap (spin up / spin down) = 7.26 / 6.99 eV
energy = -175741.57406 eV
molecular weight = 667.30 g/mol
multiplicity = 3
charge = +2

```
81
Properties=species:S:1:pos:R:3:lowdin_charge:R:1
C -0.311 -4.223 0.668 -0.004
C 0.551 -3.330 -0.029 -0.238
C 1.100 -3.772 -1.268 0.002
C 0.709 -5.019 -1.754 -0.105
N -0.166 -5.793 -1.121 0.097
C -0.643 -5.433 0.062 -0.108
C 0.800 -2.050 0.494 0.039
C 1.135 -1.073 1.234 -0.076
C 2.131 -0.630 2.209 -0.257
C 2.149 0.710 2.604 -0.069
C 3.223 1.248 3.302 -0.109
C 4.282 0.412 3.610 -0.636
C 4.256 -0.972 3.353 -0.073
C 3.154 -1.478 2.655 -0.003
Ni -0.047 0.662 0.324 0.026
P -1.724 -0.330 -0.865 0.908
H 1.805 -3.150 -1.831 0.124
H -0.714 -3.961 1.655 0.126
H 1.123 -5.382 -2.693 0.125
H -1.323 -6.116 0.571 0.124
H 3.100 -2.543 2.398 0.132
H 1.325 1.369 2.320 0.057
H 5.072 -1.608 3.664 0.115
H 3.252 2.305 3.568 0.115
C -2.869 0.972 -1.511 -0.391
C -3.756 0.702 -2.727 -0.123
H -2.249 1.858 -1.713 0.064
H -3.492 1.229 -0.643 0.073
H -4.350 1.607 -2.908 0.089
H -3.194 0.504 -3.650 0.078
H -4.466 -0.120 -2.569 0.066
C -1.188 -1.254 -2.376 -0.367
C -2.042 -2.371 -2.976 -0.118
H -0.198 -1.657 -2.119 0.046
H -1.033 -0.471 -3.132 0.065
H -1.519 -2.719 -3.878 0.090
H -2.150 -3.245 -2.315 0.075
H -3.040 -2.034 -3.296 0.069
C -2.718 -1.557 0.048 -0.372
C -4.136 -1.882 -0.410 -0.116
H -2.744 -1.221 1.092 0.068
H -2.099 -2.465 0.035 0.055
H -4.544 -2.625 0.285 0.088
H -4.811 -1.018 -0.387 0.079
H -4.184 -2.330 -1.408 0.064
Br 5.860 1.204 4.383 0.771
P 1.403 1.602 -1.169 0.939
C 0.718 1.694 -2.867 -0.382
C 1.117 2.907 -3.697 -0.123
H -0.379 1.654 -2.767 0.048
H 1.012 0.767 -3.384 0.089
H 0.594 2.861 -4.659 0.089
H 0.825 3.848 -3.214 0.077
H 2.191 2.936 -3.920 0.072
C 1.576 3.291 -0.446 -0.387
C 2.831 4.094 -0.774 -0.129
H 1.516 3.152 0.647 0.053
H 0.669 3.856 -0.715 0.091
H 2.760 5.060 -0.255 0.088
H 3.737 3.590 -0.406 0.078
H 2.937 4.305 -1.847 0.071
C 3.027 0.764 -1.272 -0.368
C 3.906 1.111 -2.475 -0.126
H 2.785 -0.312 -1.274 0.071
H 3.564 0.948 -0.328 0.090
H 4.850 0.559 -2.385 0.088
H 3.444 0.808 -3.424 0.076
H 4.162 2.178 -2.522 0.071
C -3.003 3.005 3.719 -0.016
N -2.328 1.719 3.919 -0.114
C -2.438 0.870 5.016 0.002
C -1.762 -0.266 4.703 -0.028
N -1.269 -0.109 3.420 0.097
C -1.590 1.128 2.957 -0.647
S -1.293 1.919 1.469 0.761
H -2.262 3.806 3.593 0.101
H -3.615 2.948 2.806 0.094
H -3.645 3.198 4.586 0.109
H -2.995 1.139 5.896 0.139
H -1.586 -1.173 5.249 0.131
H -0.777 -0.809 2.862 0.133
```

=====

No. 3
DFT (wB97M-V/def2-TZVPD) results for a structure of composition C29H44CrN3O2S3Si4Te at a distorted geometry.

Properties
LUMO energy (spin up / spin down) = 4.18 / 4.18 eV
HOMO-LUMO gap (spin up / spin down) = 5.01 / 5.31 eV
energy above the lowest of the compared OMol25 structures with the same formula, charge and spin = 0.3515 eV
energy = -139089.59198 eV
molecular weight = 854.83 g/mol
multiplicity = 4
charge = -2

```
87
Properties=species:S:1:pos:R:3:lowdin_charge:R:1
Cr -1.503 -1.900 1.054 -0.151
O 1.638 -2.315 3.896 -0.316
S 1.307 -1.410 2.818 0.538
O 0.495 -0.273 3.137 -0.331
N 0.727 -2.116 1.496 -0.217
C 1.232 -3.362 1.185 -0.281
C 2.437 -3.899 1.589 -0.028
C 2.824 -5.212 1.247 -0.091
C 2.036 -6.014 0.481 -0.077
C 0.819 -5.486 -0.019 -0.163
C -0.050 -6.251 -0.837 -0.031
C -1.178 -5.695 -1.343 -0.045
C -1.468 -4.340 -1.022 -0.115
N -0.712 -3.618 -0.234 0.046
C 0.431 -4.172 0.292 -0.161
C 2.887 -0.743 2.292 -0.263
C 3.096 -0.403 0.965 -0.055
C 4.357 0.026 0.565 -0.088
C 5.392 0.117 1.483 -0.105
C 5.170 -0.213 2.813 -0.098
C 3.918 -0.654 3.217 -0.068
H 3.100 -3.325 2.219 0.093
H 3.770 -5.585 1.626 0.095
H 2.311 -7.036 0.250 0.094
H 0.202 -7.288 -1.039 0.107
H -1.865 -6.245 -1.971 0.097
H -2.349 -3.856 -1.423 0.073
H 2.267 -0.474 0.269 0.092
H 4.526 0.290 -0.469 0.083
H 6.375 0.442 1.162 0.091
H 5.976 -0.139 3.534 0.092
H 3.729 -0.941 4.244 0.109
C -3.242 -3.770 5.071 -0.156
C -2.930 -2.879 3.894 -0.753
S -1.859 -3.601 2.682 0.628
C -3.371 -1.621 3.769 -0.749
C -4.287 -0.952 4.757 -0.149
S -2.913 -0.599 2.400 0.511
H -3.096 -4.817 4.801 0.043
H -4.273 -3.652 5.413 0.051
H -2.584 -3.559 5.920 0.072
H -4.820 -1.675 5.378 0.048
H -5.025 -0.341 4.231 0.054
H -3.734 -0.282 5.424 0.070
N -4.130 -2.354 -0.813 -0.035
C -3.222 -2.197 -0.110 -0.460
C -3.298 1.772 -3.531 -0.222
Si -1.464 2.112 -3.694 0.310
C -1.320 3.718 -4.662 -0.220
C -0.767 0.779 -4.813 -0.230
Si -0.469 2.084 -1.589 -0.073
Te -1.103 0.432 0.028 0.629
Si -1.256 4.004 -0.504 0.287
C -0.524 4.142 1.211 -0.226
C -3.108 3.859 -0.280 -0.227
C -0.944 5.664 -1.340 -0.222
Si 1.776 2.540 -1.928 0.305
C 2.118 3.954 -3.123 -0.225
C 2.711 1.073 -2.632 -0.226
C 2.622 3.034 -0.330 -0.221
H -3.707 1.376 -4.465 0.022
H -3.842 2.682 -3.266 0.013
H -3.495 1.045 -2.737 0.029
H -1.736 3.547 -5.661 0.024
H -0.291 4.068 -4.773 0.004
H -1.882 4.524 -4.187 0.008
H -1.351 0.718 -5.737 0.020
H -0.793 -0.197 -4.321 0.032
H 0.277 0.978 -5.074 0.010
H -0.553 3.172 1.715 0.015
H -1.110 4.851 1.804 0.024
H 0.518 4.470 1.195 0.009
H -3.360 2.866 0.101 0.016
H -3.650 3.996 -1.220 0.012
H -3.460 4.600 0.445 0.023
H 0.122 5.895 -1.416 0.008
H -1.417 6.442 -0.730 0.022
H -1.360 5.720 -2.347 0.003
H 1.902 3.682 -4.159 0.013
H 3.178 4.217 -3.045 0.025
H 1.526 4.844 -2.896 0.006
H 2.439 0.896 -3.676 0.014
H 2.477 0.157 -2.086 0.020
H 3.791 1.246 -2.577 0.019
H 2.474 4.101 -0.135 0.019
H 3.695 2.832 -0.387 0.020
H 2.224 2.494 0.530 0.027
```

=====

No. 4
DFT (wB97M-V/def2-TZVPD) results for a structure of composition C29H44F3FeN5OP3S.

Properties
LUMO energy = -2.80 eV
HOMO-LUMO gap = 7.16 eV
energy above the lowest of the compared OMol25 structures with the same formula, charge and spin = 0.0000 eV
energy = -121523.87641 eV
molecular weight = 716.53 g/mol
multiplicity = 1
charge = +1

```
87
Properties=species:S:1:pos:R:3:lowdin_charge:R:1
Fe 0.127 0.202 -0.328 -0.346
C -5.021 3.042 2.250 -0.063
C -3.666 3.484 1.720 -0.195
N -2.604 2.540 2.084 -0.115
C -1.913 2.806 3.344 -0.237
C -0.697 3.700 3.157 -0.074
C -2.294 1.530 1.277 -0.641
S -0.991 0.459 1.719 0.775
N -3.091 1.338 0.230 0.130
C -2.783 0.618 -0.834 -0.409
O -1.647 0.251 -1.242 -0.152
C -3.946 0.231 -1.692 -0.135
C -5.226 0.164 -1.150 -0.021
C -6.296 -0.236 -1.935 -0.070
C -6.098 -0.550 -3.273 -0.079
C -4.826 -0.468 -3.823 -0.070
C -3.753 -0.087 -3.033 -0.025
H -5.785 3.774 1.987 0.080
H -5.010 2.941 3.336 0.073
H -5.297 2.083 1.814 0.061
H -3.381 4.452 2.135 0.120
H -3.686 3.576 0.639 0.118
H -1.633 1.861 3.802 0.081
H -2.640 3.283 4.003 0.120
H 0.029 3.213 2.505 0.043
H -0.234 3.911 4.123 0.077
H -0.972 4.650 2.697 0.080
H -5.369 0.428 -0.111 0.101
H -7.287 -0.296 -1.505 0.106
H -6.936 -0.852 -3.888 0.105
H -4.672 -0.697 -4.869 0.105
H -2.761 -0.008 -3.454 0.088
C 2.508 0.619 -2.902 -0.213
P 1.059 -0.301 -2.289 0.890
C -0.030 -0.289 -3.744 -0.202
C 1.601 -2.056 -2.257 -0.360
C 2.530 -2.605 -3.137 -0.076
C 2.863 -3.949 -3.057 -0.065
C 2.254 -4.761 -2.108 -0.065
C 1.316 -4.226 -1.237 -0.078
C 0.990 -2.874 -1.299 -0.365
P -0.185 -2.040 -0.164 0.853
C 0.005 -2.968 1.401 -0.244
C -1.821 -2.624 -0.702 -0.198
H 2.849 0.246 -3.867 0.046
H 3.335 0.573 -2.191 0.027
H 2.214 1.662 -3.007 0.052
H 0.521 -0.592 -4.635 0.058
H -0.434 0.714 -3.872 0.054
H -0.854 -0.981 -3.574 0.038
H 3.002 -1.987 -3.891 0.102
H 3.590 -4.368 -3.740 0.111
H 2.505 -5.812 -2.053 0.111
H 0.840 -4.870 -0.506 0.105
H -0.338 -3.998 1.307 0.048
H -0.602 -2.466 2.157 0.032
H 1.044 -2.981 1.734 0.023
H -1.861 -3.714 -0.716 0.057
H -2.052 -2.227 -1.689 0.042
H -2.567 -2.237 -0.006 0.062
C 4.052 -1.298 2.806 -0.106
N 4.471 -1.084 1.343 -0.064
C 5.199 0.266 1.253 -0.107
N 4.390 1.309 1.762 -0.136
C 4.023 1.039 3.148 -0.146
N 3.279 -0.210 3.277 -0.136
C 1.952 -0.122 2.653 -0.298
P 2.012 0.202 0.825 0.972
C 3.280 -1.117 0.430 -0.214
C 3.227 1.606 0.914 -0.251
H 4.980 -1.393 3.371 0.146
H 3.494 -2.234 2.839 0.143
H 5.119 -1.825 1.076 0.182
H 5.444 0.422 0.202 0.146
H 6.112 0.154 1.840 0.146
H 3.412 1.858 3.521 0.142
H 4.932 0.975 3.749 0.140
H 1.394 0.692 3.115 0.073
H 1.387 -1.034 2.856 0.077
H 3.640 -1.003 -0.593 0.090
H 2.830 -2.108 0.504 0.086
H 2.709 2.480 1.309 0.107
H 3.563 1.877 -0.086 0.092
F -0.413 3.046 -0.022 0.031
C 0.260 2.150 -0.802 -0.559
F 1.544 2.704 -0.860 -0.040
F -0.214 2.417 -2.073 0.010
```

=====

No. 5
DFT (wB97M-V/def2-TZVPD) results for a cluster of 8 separate species, C29H44F3N5O9 in total at a distorted geometry.

Properties
LUMO energy (spin up / spin down) = 1.97 / 1.88 eV
HOMO-LUMO gap (spin up / spin down) = 2.35 / 11.04 eV
energy = -64813.45046 eV
molecular weight = 663.69 g/mol
multiplicity = 2
charge = -1

```
90
Properties=species:S:1:pos:R:3:lowdin_charge:R:1
C 3.775 3.417 -0.641 -0.125
C 5.204 3.436 -1.222 -0.264
C 6.206 3.817 -0.201 -0.231
C 6.159 5.248 0.195 -0.222
N 6.143 6.386 0.405 0.126
H 3.619 2.701 0.167 0.042
H 3.086 3.236 -1.466 0.063
H 3.477 4.313 -0.096 0.059
H 5.479 3.982 -2.125 0.119
H 5.319 2.359 -1.345 0.103
H 7.190 3.531 -0.573 0.117
H 6.150 3.337 0.775 0.118
C -0.040 0.508 4.226 -0.117
C -0.354 1.917 4.692 -0.223
C 0.982 2.759 4.739 -0.153
C 1.673 3.043 3.420 -0.163
N 2.189 3.266 2.365 0.146
H 0.683 -0.029 4.840 0.073
H 0.597 0.489 3.342 0.035
H -0.926 -0.052 3.929 0.081
H -0.936 1.850 5.611 0.106
H -1.051 2.384 3.997 0.101
H 1.720 2.340 5.423 0.113
H 0.724 3.760 5.085 0.104
C 2.323 -0.357 -3.639 -0.177
C 1.494 -1.254 -4.519 -0.318
C 2.383 -2.310 -5.264 -0.189
C 3.550 -2.834 -4.501 -0.263
N 4.451 -3.321 -3.932 0.114
H 1.668 0.323 -3.096 0.044
H 3.029 0.246 -4.211 0.068
H 2.897 -1.000 -2.972 0.044
H 0.790 -0.769 -5.196 0.089
H 0.834 -1.699 -3.775 0.053
H 2.735 -1.851 -6.188 0.107
H 1.876 -3.242 -5.510 0.096
C -0.115 -4.003 0.313 -0.128
C -0.641 -4.311 -1.065 -0.290
C -0.533 -5.776 -1.556 -0.182
C -1.467 -6.680 -0.761 -0.221
N -2.165 -7.348 -0.098 0.110
H -0.371 -4.679 1.129 0.078
H -0.473 -3.011 0.590 0.039
H 0.963 -3.841 0.294 0.048
H -0.259 -3.646 -1.840 0.074
H -1.710 -4.104 -1.031 0.089
H 0.468 -6.186 -1.428 0.106
H -0.912 -5.868 -2.574 0.097
C -6.597 1.891 -3.243 -0.094
C -5.614 2.278 -2.098 -0.275
C -5.503 3.765 -1.891 -0.171
C -6.913 4.363 -1.697 -0.241
N -7.941 4.733 -1.519 0.130
H -7.591 2.336 -3.219 0.063
H -6.679 0.805 -3.208 0.068
H -6.164 2.191 -4.198 0.070
H -4.609 1.903 -2.288 0.094
H -5.987 1.888 -1.151 0.098
H -4.986 4.231 -2.730 0.113
H -5.063 4.070 -0.942 0.107
C 0.227 1.515 -0.198 -0.071
C -0.040 0.037 0.208 -0.393
O -1.351 0.051 0.598 0.118
C -1.951 1.035 -0.103 -0.488
O -3.167 1.150 -0.391 0.080
O -1.042 1.878 -0.631 0.069
F 0.739 -0.251 1.214 0.066
H 1.089 1.511 -0.867 0.116
H 0.587 2.102 0.647 0.109
H 0.000 -0.798 -0.491 0.142
C 3.434 -0.895 3.055 -0.049
C 4.224 -2.165 3.253 -0.396
O 4.165 -2.272 4.616 0.157
C 3.750 -1.179 5.226 -0.524
O 3.717 -1.001 6.477 0.088
O 3.560 -0.222 4.321 0.074
F 5.479 -2.104 2.913 0.120
H 2.391 -1.159 2.879 0.123
H 3.888 -0.376 2.211 0.139
H 3.793 -3.006 2.710 0.171
C -4.878 -0.894 0.888 -0.048
C -3.907 -1.880 0.182 -0.339
O -4.636 -3.067 -0.085 0.148
C -5.765 -3.014 0.600 -0.508
O -6.564 -3.958 0.665 0.110
O -5.966 -1.778 1.202 0.049
F -2.955 -2.170 1.034 0.085
H -5.273 -0.104 0.249 0.111
H -4.415 -0.443 1.765 0.137
H -3.365 -1.472 -0.671 0.144
```